[1]
Formula: C2H42O19
Source: OMol25
Level of theory: wB97M-V/def2-TZVPD

Results
energy relative to the best compared isomer or geometry (same formula, charge and spin) = 36.69 kcal/mol
largest force on an atom = 2.9 eV/A
molecular weight = 370.3 g/mol
E_LUMO = -0.0030 Eh
E_tot = -1530.88812 Eh
HOMO energy = -10.58 eV
HOMO-LUMO gap = 10.5 eV

Structure (ORCA input):
```
! RIJCOSX wB97M-V def2-TZVPD def2/J DEFGRID3
* xyz 0 1
C -1.686 -0.518 -0.428
O -0.866 0.629 -0.757
C -2.486 -0.434 0.868
H -2.045 -0.704 -1.458
H -1.118 -1.437 -0.245
H 0.088 0.418 -0.839
H -3.488 -0.076 0.638
H -2.651 -1.445 1.238
H -2.014 0.329 1.468
H -0.137 -5.545 0.163
H 0.103 -4.628 1.518
O -0.482 -5.069 0.913
H -1.081 -1.052 3.874
H -1.026 -2.577 3.526
O -1.611 -1.845 3.726
H -1.007 0.914 -4.149
H -2.342 1.799 -4.408
O -1.940 0.929 -4.339
H -1.166 -2.513 -2.639
H -1.269 -2.289 -4.152
O -0.958 -1.883 -3.343
H -2.978 -3.287 0.054
H -1.506 -3.593 -0.133
O -2.286 -3.286 -0.612
H 0.106 1.387 3.470
H 0.844 0.030 3.757
O 0.154 0.629 4.055
H 4.329 -0.306 2.868
H 3.265 0.926 2.624
O 3.423 -0.004 2.838
H 2.016 -3.052 -0.770
H 1.648 -1.775 -0.063
O 1.883 -2.715 0.122
H 0.045 4.779 -0.539
H -1.074 4.415 0.324
O -0.198 4.834 0.397
H -2.484 1.702 -0.383
H -3.281 2.854 -1.023
O -2.685 2.649 -0.309
H 1.988 2.235 3.870
H 1.501 2.808 2.449
O 2.111 2.237 2.923
H -0.144 1.511 0.380
H -0.434 2.707 1.002
O 0.203 2.008 1.190
H 3.124 -0.376 -3.272
H 4.477 -0.662 -2.248
O 3.558 -0.576 -2.448
H 1.719 0.472 0.499
H 2.296 0.110 -0.961
O 1.654 -0.107 -0.266
H 3.656 2.774 0.367
H 2.289 2.276 0.591
O 3.028 2.155 -0.032
H 0.484 1.094 -2.834
H 0.529 -0.108 -3.695
O 0.754 0.843 -3.730
H 1.374 -3.016 1.899
H 2.324 -4.042 2.461
O 1.418 -3.744 2.501
H -3.748 2.804 -2.631
H -2.793 3.927 -2.634
O -3.407 3.479 -3.231
*
```

Results of the Löwdin charge analysis, in e, for atoms 1 through 6:
1. C -0.266
2. O -0.159
3. C -0.052
4. H 0.113
5. H 0.084
6. H 0.044

[2]
Formula: C2H4AlLiO2
Source: OMol25
Level of theory: wB97M-V/def2-TZVPD

Results
energy relative to the best compared isomer or geometry (same formula, charge and spin) = 77.24 kcal/mol
largest force on an atom = 4.2 eV/A
molecular weight = 94.0 g/mol
⟨S²⟩ = 0.77
E_LUMO (spin up / spin down) = -0.7211 / -0.7173 Eh
E_tot = -477.55111 Eh
HOMO energy (spin up / spin down) = -27.40 / -27.04 eV
HOMO-LUMO gap (spin up / spin down) = 7.8 / 7.5 eV

Structure (ORCA input):
```
! RIJCOSX wB97M-V def2-TZVPD def2/J DEFGRID3
* xyz 3 2
O 1.155 -0.064 1.032
C -0.610 -0.440 1.571
C -1.525 -0.749 0.431
O -0.446 -0.241 -0.364
Al 1.039 -1.155 -0.332
Li 0.972 1.774 0.268
H -0.953 0.393 2.196
H -0.469 -1.259 2.285
H -2.366 -0.056 0.325
H -1.692 -1.813 0.230
*
```

Results of the Löwdin charge analysis, in e, for atoms 1 through 6:
1. O -0.133
2. C 0.148
3. C -0.031
4. O -0.012
5. Al 1.386
6. Li 0.915

[3]
Formula: C2H4BClO2
Source: OMol25
Level of theory: wB97M-V/def2-TZVPD

Results
energy relative to the best compared isomer or geometry (same formula, charge and spin) = 164.47 kcal/mol
largest force on an atom = 6.0 eV/A
molecular weight = 106.3 g/mol
E_LUMO = -0.0136 Eh
E_tot = -713.94184 Eh
HOMO energy = -8.00 eV
HOMO-LUMO gap = 7.6 eV

Structure (ORCA input):
```
! RIJCOSX wB97M-V def2-TZVPD def2/J DEFGRID3
* xyz 0 1
B 0.743 0.267 -0.074
C 0.286 1.249 0.733
C -1.476 -1.082 0.229
O -0.430 -1.255 -0.452
O 1.808 -0.408 -0.294
Cl -2.856 -0.503 -0.701
H 0.631 2.419 0.505
H -0.539 1.238 1.377
H -0.295 -0.730 -1.410
H 2.128 -1.195 0.088
*
```

Results of the Löwdin charge analysis, in e, for atoms 1 through 6:
1. B -0.655
2. C 0.054
3. C -0.512
4. O -0.119
5. O 0.203
6. Cl 0.596

[4]
Formula: C2H4BFO
Source: OMol25
Level of theory: wB97M-V/def2-TZVPD

Results
energy relative to the best compared isomer or geometry (same formula, charge and spin) = 10.53 kcal/mol
largest force on an atom = 4.7 eV/A
molecular weight = 73.9 g/mol
E_LUMO = 0.0197 Eh
E_tot = -278.53329 Eh
HOMO energy = -10.54 eV
HOMO-LUMO gap = 11.1 eV

Structure (ORCA input):
```
! RIJCOSX wB97M-V def2-TZVPD def2/J DEFGRID3
* xyz 0 1
B -0.652 1.136 0.096
C 1.246 -0.902 -0.124
C 0.009 -0.914 0.155
O 2.339 -0.825 -0.377
F -0.177 1.420 -1.154
H -0.064 1.728 1.047
H -1.896 0.929 0.025
H -0.339 -1.455 1.068
H -0.465 -1.118 -0.736
*
```

Results of the Löwdin charge analysis, in e, for atoms 1 through 6:
1. B -0.327
2. C -0.247
3. C -0.046
4. O 0.286
5. F 0.000
6. H 0.051

[5]
Formula: C2H4BrCl
Source: OMol25
Level of theory: wB97M-V/def2-TZVPD

Results
energy relative to the best compared isomer or geometry (same formula, charge and spin) = 113.71 kcal/mol
largest force on an atom = 3.4 eV/A
molecular weight = 143.4 g/mol
E_LUMO (spin up / spin down) = -0.0262 / -0.0339 Eh
E_tot = -3112.63228 Eh
HOMO energy (spin up / spin down) = -8.74 / -10.75 eV
HOMO-LUMO gap (spin up / spin down) = 8.0 / 9.8 eV

Structure (ORCA input):
```
! RIJCOSX wB97M-V def2-TZVPD def2/J DEFGRID3
* xyz 0 1
C -0.241 -0.528 0.172
C 0.483 0.507 -0.636
Cl 0.213 -2.293 -0.023
Br 2.104 0.856 0.025
H -1.283 -0.554 0.104
H 0.063 -0.323 1.214
H -1.577 1.729 0.777
H 0.239 0.605 -1.633
*
```

Results of the Löwdin charge analysis, in e, for atoms 1 through 6:
1. C -0.746
2. C -0.711
3. Cl 0.473
4. Br 0.791
5. H 0.008
6. H 0.033

[6]
Formula: C2H4BrClN3
Source: OMol25
Level of theory: wB97M-V/def2-TZVPD

Results
energy relative to the best compared isomer or geometry (same formula, charge and spin) = 75.96 kcal/mol
largest force on an atom = 7.0 eV/A
molecular weight = 185.4 g/mol
E_LUMO (spin up / spin down) = -0.3202 / -0.3239 Eh
E_tot = -3276.61319 Eh
HOMO energy (spin up / spin down) = -13.93 / -13.92 eV
HOMO-LUMO gap (spin up / spin down) = 5.2 / 5.1 eV

Structure (ORCA input):
```
! RIJCOSX wB97M-V def2-TZVPD def2/J DEFGRID3
* xyz 1 1
C -1.265 -0.467 0.032
C 0.987 0.757 -0.097
N -0.910 -1.639 -0.176
N -0.455 0.550 0.197
N 1.580 -0.534 -0.092
Cl 3.145 -0.668 0.206
Br -3.176 0.117 0.171
H 0.980 1.361 -0.977
H 1.527 1.391 0.633
H -0.853 1.538 0.450
H -1.560 -2.407 -0.347
*
```

Results of the Löwdin charge analysis, in e, for atoms 1 through 6:
1. C -0.847
2. C -0.208
3. N 0.142
4. N -0.035
5. N -0.307
6. Cl 0.970

[7]
Formula: C2H4BrI
Source: OMol25
Level of theory: wB97M-V/def2-TZVPD

Results
energy relative to the best compared isomer or geometry (same formula, charge and spin) = 98.99 kcal/mol
largest force on an atom = 3.9 eV/A
molecular weight = 234.9 g/mol
E_LUMO (spin up / spin down) = -0.0053 / -0.0016 Eh
E_tot = -2950.15409 Eh
HOMO energy (spin up / spin down) = -8.40 / -8.30 eV
HOMO-LUMO gap (spin up / spin down) = 8.3 / 8.3 eV

Structure (ORCA input):
```
! RIJCOSX wB97M-V def2-TZVPD def2/J DEFGRID3
* xyz 0 1
C -0.749 1.042 -0.306
C 0.739 -1.137 0.317
Br -2.290 0.572 -1.231
I 2.488 -0.222 0.860
H 0.034 1.563 -0.884
H -0.786 1.335 0.768
H 0.673 -1.929 -0.366
H -0.109 -1.223 0.843
*
```

Results of the Löwdin charge analysis, in e, for atoms 1 through 6:
1. C -0.620
2. C -0.620
3. Br 0.599
4. I 0.759
5. H -0.008
6. H 0.014

[8]
Formula: C2H4BrNO3
Source: OMol25
Level of theory: wB97M-V/def2-TZVPD

Results
energy relative to the best compared isomer or geometry (same formula, charge and spin) = 32.40 kcal/mol
largest force on an atom = 4.4 eV/A
molecular weight = 170.0 g/mol
SMILES string = O=[N+]([O-])[C@H](Br)CO
E_LUMO = -0.0116 Eh
E_tot = -2932.95522 Eh
HOMO energy = -10.64 eV
HOMO-LUMO gap = 10.3 eV

Structure (ORCA input):
```
! RIJCOSX wB97M-V def2-TZVPD def2/J DEFGRID3
* xyz 0 1
O -1.645 1.439 0.997
N -0.793 1.245 0.130
O -0.147 2.107 -0.411
C -0.563 -0.152 -0.407
Br -2.288 -1.065 -0.037
C 0.764 -0.726 0.500
O 1.750 -0.871 -0.498
H -0.266 -0.257 -1.506
H 0.402 -1.674 0.914
H 0.985 -0.009 1.239
H 1.802 -0.036 -0.920
*
```

Results of the Löwdin charge analysis, in e, for atoms 1 through 6:
1. O -0.002
2. N -0.471
3. O 0.080
4. C -0.493
5. Br 0.710
6. C -0.174

[9]
Formula: C2H4BrNS
Source: OMol25
Level of theory: wB97M-V/def2-TZVPD

Results
energy relative to the best compared isomer or geometry (same formula, charge and spin) = 57.36 kcal/mol
largest force on an atom = 5.3 eV/A
molecular weight = 154.0 g/mol
E_LUMO (spin up / spin down) = -0.0958 / -0.0958 Eh
E_tot = -3105.44482 Eh
HOMO energy (spin up / spin down) = -7.55 / -7.55 eV
HOMO-LUMO gap (spin up / spin down) = 4.9 / 4.9 eV

Structure (ORCA input):
```
! RIJCOSX wB97M-V def2-TZVPD def2/J DEFGRID3
* xyz 0 1
C 0.802 -0.360 -0.091
C -1.587 -0.306 0.402
N 1.675 -0.849 -0.742
S -0.174 0.873 0.439
Br 2.343 2.796 0.092
H -1.455 -1.089 1.106
H -1.594 -0.742 -0.525
H -2.506 0.234 0.703
H 2.496 -0.556 -1.384
*
```

Results of the Löwdin charge analysis, in e, for atoms 1 through 6:
1. C -0.479
2. C -0.332
3. N 0.219
4. S 0.877
5. Br -0.583
6. H 0.033

[10]
Formula: C2H4BrNS
Source: OMol25
Level of theory: wB97M-V/def2-TZVPD

Results
energy relative to the best compared isomer or geometry (same formula, charge and spin) = 40.54 kcal/mol
largest force on an atom = 2.9 eV/A
molecular weight = 154.0 g/mol
E_LUMO = -0.0484 Eh
E_tot = -3105.47161 Eh
HOMO energy = -8.02 eV
HOMO-LUMO gap = 6.7 eV

Structure (ORCA input):
```
! RIJCOSX wB97M-V def2-TZVPD def2/J DEFGRID3
* xyz 0 1
C 0.423 -1.342 1.109
C -0.388 0.180 -0.822
N 1.115 -0.965 2.006
S -0.521 -1.594 -0.185
Br -0.037 -4.431 1.194
H -1.188 0.367 -1.457
H 0.364 0.317 -1.513
H -0.370 0.971 -0.033
H 1.941 -1.377 2.359
*
```

Results of the Löwdin charge analysis, in e, for atoms 1 through 6:
1. C -0.609
2. C -0.289
3. N 0.222
4. S 0.900
5. Br -0.430
6. H 0.011